The following is a quantum chemistry calculation of C28H33ClCrI2N2O2 as an isolated structure, from the OMol25 dataset.

Each line ends with the Mulliken charge.
Atoms and positions in Å:
1 Cr -0.14 0.37 -0.18  0.241
2 Cl -2.59 -4.49 4.62  -0.189
3 C -2.06 -3.14 3.68  -0.049
4 C -1.94 -1.88 4.30  -0.498
5 C -1.52 -0.78 3.59  -0.807
6 C -1.18 -0.90 2.23  0.239
7 O -0.78 0.16 1.58  -0.156
8 C -1.30 -2.17 1.62  0.398
9 C -0.99 -2.36 0.26  0.266
10 O -0.56 -1.49 -0.54  -0.142
11 C -1.74 -3.29 2.37  -1.032
12 H -2.20 -1.79 5.34  0.464
13 H -1.43 0.19 4.07  0.475
14 H -1.13 -3.36 -0.16  0.353
15 H -1.83 -4.26 1.88  0.502
16 C 1.48 -1.36 -4.93  -1.591
17 C 0.57 -1.60 -3.72  1.388
18 C 0.37 -3.10 -3.50  -1.624
19 C -0.76 -0.88 -3.88  1.000
20 C -1.67 -1.37 -4.82  -0.527
21 C -2.92 -0.79 -4.98  -1.592
22 C -3.28 0.28 -4.17  -1.013
23 C -2.41 0.81 -3.23  0.340
24 C -2.91 1.97 -2.39  0.412
25 C -3.09 1.59 -0.92  -0.662
26 C -2.11 3.26 -2.60  -1.347
27 C -1.14 0.23 -3.12  -0.334
28 N -0.18 0.74 -2.17  1.577
29 C 0.97 1.19 -2.59  -0.835
30 C 2.03 1.21 -1.67  0.001
31 C 3.37 1.57 -1.73  -1.673
32 C 3.95 1.11 -0.55  -0.542
33 C 2.96 0.47 0.21  -0.870
34 N 1.79 0.53 -0.47  1.570
35 C 3.11 -0.20 1.55  2.560
36 C 2.49 0.68 2.65  -1.461
37 C 2.42 -1.57 1.53  -1.997
38 C 4.60 -0.40 1.86  -2.300
39 H 2.44 -1.86 -4.79  0.434
40 H 1.68 -0.29 -5.08  0.304
41 H 1.02 -1.74 -5.84  0.359
42 H 1.07 -1.22 -2.83  -0.535
43 H -0.05 -3.59 -4.38  0.381
44 H -0.31 -3.29 -2.67  0.257
45 H 1.32 -3.58 -3.28  0.448
46 H -1.39 -2.21 -5.44  0.390
47 H -3.61 -1.18 -5.71  0.388
48 H -4.27 0.72 -4.28  0.433
49 H -3.92 2.17 -2.75  0.589
50 H -2.16 1.32 -0.41  -0.248
51 H -3.76 0.73 -0.82  0.375
52 H -3.50 2.42 -0.35  0.449
53 H -1.07 3.16 -2.30  0.048
54 H -2.55 4.07 -2.01  0.405
55 H -2.14 3.54 -3.65  0.360
56 H 1.10 1.48 -3.63  0.668
57 H 3.86 2.07 -2.55  0.582
58 H 4.99 1.20 -0.27  0.570
59 H 1.42 0.82 2.49  0.059
60 H 2.97 1.66 2.68  0.378
61 H 2.63 0.20 3.62  0.437
62 H 1.34 -1.46 1.39  0.479
63 H 2.59 -2.08 2.47  0.466
64 H 2.81 -2.19 0.72  0.417
65 H 5.12 0.55 1.94  0.438
66 H 5.09 -1.00 1.10  0.439
67 H 4.70 -0.91 2.82  0.450
68 I 0.30 3.12 0.45  0.347
69 I -1.63 3.76 2.14  -0.113

For the frontier orbital gap (spin up / spin down), the calculation gives 6.4 / 6.4 eV. As for the charge: +1. The calculation puts the HOMO energy (spin up / spin down) at -11.00 / -11.05 eV. As for the spin multiplicity: 4.


The following is a quantum chemistry calculation of C28H33F6N5O4PRhS6 as an isolated structure, from the OMol25 dataset.

Each line ends with the Mulliken charge.
Atoms and positions in Å:
1 Rh -0.18 -0.42 -0.48  0.993
2 S 2.04 -0.81 -0.69  -0.766
3 C 2.67 -1.24 0.88  0.235
4 C 4.03 -1.30 1.15  -0.884
5 C 4.47 -1.67 2.41  -0.680
6 C 3.55 -1.98 3.40  -0.712
7 C 2.19 -1.93 3.14  -0.658
8 C 1.75 -1.57 1.87  0.170
9 S 0.04 -1.53 1.48  -0.780
10 H 4.74 -1.06 0.36  0.521
11 H 5.53 -1.72 2.62  0.409
12 H 3.89 -2.27 4.39  0.392
13 H 1.46 -2.17 3.90  0.501
14 N -3.07 -2.10 0.74  -0.083
15 C -3.16 -1.53 -0.49  -0.730
16 N -2.20 -0.84 -1.05  2.351
17 C -2.53 -0.52 -2.37  -1.135
18 C -3.78 -0.85 -2.74  -0.324
19 S -4.58 -1.68 -1.45  -0.277
20 C -1.46 -0.01 -3.21  -0.948
21 C -1.48 0.16 -4.54  -0.355
22 S 0.07 0.70 -5.08  -0.278
23 C 0.65 0.67 -3.45  -0.501
24 N -0.25 0.27 -2.58  1.784
25 N 1.89 1.12 -3.16  -0.098
26 H -2.11 -2.30 1.02  -0.219
27 H -3.68 -2.88 0.91  0.363
28 H -4.25 -0.72 -3.69  0.522
29 H -2.28 -0.03 -5.23  0.492
30 H 2.54 1.16 -3.94  0.298
31 H 2.30 0.72 -2.31  0.048
32 C -0.14 4.36 0.70  -1.669
33 C -0.72 3.22 -0.15  2.171
34 C 0.08 3.17 -1.45  -2.086
35 C -2.16 3.57 -0.56  -2.032
36 P -0.62 1.54 0.79  2.182
37 C 0.92 1.77 1.77  1.364
38 C 1.00 1.73 3.16  -0.824
39 C 2.23 1.87 3.81  -1.006
40 C 3.38 2.06 3.08  -0.774
41 C 3.31 2.12 1.69  -0.831
42 C 2.10 1.97 1.05  -0.498
43 C -2.11 1.56 2.00  2.270
44 C -3.42 1.40 1.19  -1.913
45 C -2.10 0.41 3.01  -1.617
46 C -2.18 2.88 2.79  -2.125
47 H -0.29 5.29 0.13  0.525
48 H 0.92 4.24 0.87  0.313
49 H -0.63 4.48 1.66  0.262
50 H -0.11 4.10 -2.00  0.646
51 H -0.23 2.34 -2.08  0.183
52 H 1.16 3.11 -1.29  0.356
53 H -2.11 4.46 -1.20  0.611
54 H -2.80 3.81 0.28  0.326
55 H -2.62 2.77 -1.15  0.300
56 H 0.13 1.58 3.77  0.197
57 H 2.26 1.81 4.89  0.432
58 H 4.34 2.16 3.58  0.393
59 H 4.21 2.26 1.10  0.481
60 H 2.07 1.98 -0.03  -0.205
61 H -4.15 0.89 1.81  0.507
62 H -3.29 0.81 0.29  0.223
63 H -3.85 2.36 0.90  0.404
64 H -2.29 -0.54 2.53  0.080
65 H -2.94 0.60 3.70  0.800
66 H -1.19 0.31 3.59  0.156
67 H -2.47 3.73 2.16  0.424
68 H -1.26 3.15 3.30  0.314
69 H -2.96 2.77 3.54  0.591
70 F -0.98 -4.39 0.11  -0.142
71 C -1.29 -4.97 -1.05  0.576
72 F -2.63 -5.11 -1.07  -0.267
73 F -0.74 -6.17 -1.09  -0.248
74 S -0.76 -3.91 -2.51  0.893
75 O -0.38 -2.65 -1.92  0.283
76 O -1.91 -3.90 -3.37  -0.741
77 N 0.41 -4.69 -3.19  -0.672
78 S 1.84 -4.79 -2.51  0.928
79 O 1.87 -4.37 -1.14  -0.521
80 O 2.49 -6.00 -2.90  -0.647
81 C 2.77 -3.46 -3.43  0.617
82 F 3.88 -3.13 -2.75  -0.231
83 F 2.03 -2.35 -3.57  -0.152
84 F 3.12 -3.87 -4.64  -0.258

For the frontier orbital gap (spin up / spin down), the calculation gives 6.7 / 6.7 eV. The calculation puts the energy above the lowest of the compared OMol25 structures with the same formula, charge and spin at 1.173 eV. The calculation puts the HOMO energy (spin up / spin down) at -7.75 / -7.75 eV.


The following is a quantum chemistry calculation of C28H33FN8O4SSr as an isolated structure in a non-equilibrium geometry, from the OMol25 dataset.

Each line ends with the Mulliken charge.
Atoms and positions in Å:
1 Sr 0.47 -1.33 -0.16  1.832
2 C 1.91 -3.22 -1.55  -1.368
3 C 1.87 -3.75 -0.08  -1.677
4 C 2.72 -2.97 0.91  1.216
5 C 4.10 -3.08 0.87  -0.816
6 C 4.85 -2.31 1.75  -0.471
7 C 4.20 -1.47 2.63  -0.647
8 C 2.81 -1.42 2.61  -0.287
9 N 2.08 -2.17 1.77  -0.372
10 N 0.58 -3.04 -2.13  1.011
11 C -0.26 -4.23 -2.13  -2.114
12 C -1.52 -4.09 -1.29  0.860
13 C -2.49 -5.08 -1.32  -1.044
14 C -3.62 -4.94 -0.55  -0.257
15 C -3.76 -3.80 0.23  -0.899
16 C -2.75 -2.85 0.20  -0.178
17 N -1.65 -2.99 -0.54  0.397
18 C 0.54 -2.27 -3.38  -1.098
19 C 0.76 -0.77 -3.22  1.063
20 C 1.81 -0.14 -3.85  -0.970
21 C 1.96 1.23 -3.70  -0.587
22 C 1.04 1.92 -2.93  -0.549
23 C 0.02 1.20 -2.33  -0.498
24 N -0.14 -0.11 -2.47  -0.588
25 H 2.53 -3.90 -2.15  0.482
26 H 2.42 -2.24 -1.58  0.679
27 H 2.21 -4.78 -0.08  0.545
28 H 0.85 -3.82 0.32  0.869
29 H 4.58 -3.74 0.16  0.399
30 H 5.93 -2.37 1.74  0.416
31 H 4.74 -0.84 3.32  0.429
32 H 2.26 -0.74 3.25  0.496
33 H 0.31 -5.09 -1.76  0.424
34 H -0.55 -4.49 -3.15  0.652
35 H -2.35 -5.96 -1.95  0.442
36 H -4.39 -5.70 -0.55  0.406
37 H -4.64 -3.64 0.85  0.447
38 H -2.82 -1.94 0.78  0.287
39 H -0.46 -2.41 -3.80  0.545
40 H 1.26 -2.67 -4.11  0.329
41 H 2.52 -0.72 -4.43  0.392
42 H 2.79 1.75 -4.17  0.383
43 H 1.11 2.99 -2.76  0.526
44 H -0.69 1.71 -1.68  0.835
45 F 2.31 -0.06 -0.57  -0.870
46 N -2.23 0.91 1.50  -0.551
47 C -1.40 0.21 1.05  -0.499
48 C -3.35 4.56 -2.36  -1.243
49 C -3.26 4.05 -0.93  -0.526
50 S -1.73 4.57 -0.20  1.080
51 O -1.75 6.00 -0.02  -0.694
52 O -0.65 3.99 -0.97  -0.555
53 C -1.76 3.77 1.38  0.993
54 C -0.53 4.17 2.19  -1.847
55 N -0.06 3.05 3.00  0.425
56 C 0.95 2.21 2.65  0.353
57 N 1.14 1.27 3.56  -0.363
58 C 0.22 1.49 4.53  -0.819
59 C -0.53 2.58 4.21  0.293
60 N -1.64 3.11 4.91  1.065
61 O -2.28 4.02 4.40  -0.645
62 O -1.92 2.60 5.98  -0.656
63 C 1.74 2.32 1.39  -0.296
64 H -4.29 4.24 -2.81  0.396
65 H -2.53 4.16 -2.96  0.270
66 H -3.31 5.64 -2.39  0.340
67 H -3.28 2.96 -0.87  0.362
68 H -4.06 4.45 -0.30  0.496
69 H -1.75 2.69 1.18  -0.753
70 H -2.68 4.02 1.89  0.647
71 H -0.75 5.02 2.83  0.181
72 H 0.29 4.45 1.54  0.785
73 H 0.11 0.86 5.40  0.493
74 H 2.74 2.69 1.60  0.277
75 H 1.27 2.96 0.65  0.050
76 H 1.83 1.33 0.95  -0.127

For the frontier orbital gap, the calculation gives 8.7 eV. The calculation puts the energy above the lowest of the compared OMol25 structures with the same formula, charge and spin at 1.009 eV. The calculation puts the HOMO energy at -8.66 eV.